Entry 1:
DFT (the ωB97M-V functional and the def2-TZVPD basis) results for a molecular structure, C49H60BF5N10NaO3SeTe at a distorted geometry.

Structure (XYZ):
```
131
Properties=species:S:1:pos:R:3:lowdin_charge:R:1
Na 0.25302 1.38328 -2.51985 0.13
C -4.94537 0.55815 0.56401 -0.09
C -3.66948 -0.03276 0.51309 -0.18
N -3.07591 0.22016 -0.63631 0.03
N -3.94575 0.95907 -1.35366 0.01
C -5.07766 1.18269 -0.65615 -0.11
B -3.49781 1.51051 -2.72036 -0.63
N -2.68619 0.44134 -3.48053 0.02
C -3.08736 -0.23421 -4.57694 -0.08
C -2.12865 -1.16293 -4.89178 -0.06
C -1.15739 -0.98441 -3.90007 -0.16
N -1.50083 -0.03243 -3.05413 0.02
N -2.70681 2.84039 -2.51295 0.02
C -3.28589 4.04074 -2.32752 -0.09
C -2.29443 4.98660 -2.20552 -0.06
C -1.11198 4.24925 -2.32965 -0.17
N -1.36829 2.96604 -2.51733 0.03
N -4.70308 1.89059 -3.62166 -0.03
C -4.54746 2.58320 -4.77030 -0.10
C -5.79060 2.77726 -5.32186 -0.08
C -6.66227 2.16184 -4.40831 -0.19
N -6.00518 1.63473 -3.39103 0.06
H -5.66399 0.52529 1.36195 0.07
H -3.15523 -0.61337 1.26177 0.09
H -5.89228 1.73747 -1.08452 0.09
H -4.02145 -0.02032 -5.06186 0.11
H -2.12457 -1.84929 -5.71966 0.08
H -0.22091 -1.50023 -3.76177 0.11
H -4.35705 4.14086 -2.30433 0.12
H -2.40454 6.04532 -2.05976 0.08
H -0.09202 4.58547 -2.27258 0.10
H -3.57146 2.87599 -5.10768 0.11
H -6.02897 3.28915 -6.23621 0.08
H -7.73669 2.08066 -4.44547 0.08
C -2.23570 -4.03420 5.27283 -0.06
C -1.10935 -4.26314 4.25583 -0.56
C -1.55534 -5.36897 3.29850 -0.07
C 0.14090 -4.75907 4.99744 -0.05
C -0.78659 -2.96157 3.52392 -0.19
C -0.85944 -2.82325 2.14038 -0.07
C -0.49751 -1.61778 1.57773 -0.39
Se -0.42500 -1.05828 -0.25589 1.43
C 1.26155 -1.84467 -0.63354 -0.34
C 1.70168 -3.06821 -0.16032 -0.06
C 2.93622 -3.55721 -0.54578 -0.18
C 3.69936 -2.76609 -1.42214 0.02
C 3.30271 -1.53539 -1.91216 -0.09
C 2.03166 -1.02569 -1.50846 -0.40
O 1.56161 0.10619 -1.83350 -0.17
C 4.16709 -0.70060 -2.84861 -0.53
C 5.53331 -1.33967 -3.10991 -0.08
C 4.40258 0.68698 -2.23640 -0.04
C 3.44407 -0.54026 -4.19067 -0.03
C 3.39757 -4.91782 -0.02491 -0.56
C 4.82350 -5.25717 -0.46228 -0.08
C 2.46227 -6.01511 -0.55182 -0.05
C 3.35704 -4.92823 1.51032 -0.05
C -0.04859 -0.50199 2.29165 -0.45
O 0.30349 0.52152 1.59989 -0.12
C -0.01368 -0.61606 3.70724 -0.09
C -0.37424 -1.83639 4.25857 0.01
C 0.38739 0.60489 4.52454 -0.54
C -0.64004 1.71421 4.25327 -0.04
C 0.43393 0.33393 6.02939 -0.08
C 1.77289 1.08901 4.08188 -0.04
H -2.46521 -4.95885 5.80848 0.07
H -3.13936 -3.69288 4.76793 0.09
H -1.95858 -3.27839 6.00701 0.07
H -1.77904 -6.27576 3.86437 0.08
H -0.77408 -5.60923 2.57731 0.08
H -2.45169 -5.08361 2.74955 0.08
H -0.06417 -5.69915 5.51628 0.08
H 0.47625 -4.02997 5.73398 0.07
H 0.95804 -4.92235 4.29475 0.08
H -1.20640 -3.63006 1.50902 0.10
H 1.07427 -3.62790 0.51870 0.09
H 4.66742 -3.13527 -1.71885 0.08
H 6.10691 -1.45667 -2.18888 0.08
H 6.10183 -0.69589 -3.78236 0.08
H 5.44153 -2.31658 -3.58674 0.08
H 4.83468 0.59524 -1.23794 0.09
H 3.46357 1.23305 -2.16680 0.06
H 5.08943 1.25704 -2.86394 0.08
H 3.30798 -1.51276 -4.66720 0.09
H 4.02102 0.09709 -4.86206 0.09
H 2.46772 -0.08132 -4.05264 0.06
H 4.90315 -5.33327 -1.54675 0.08
H 5.11597 -6.21928 -0.03583 0.08
H 5.53458 -4.50577 -0.11883 0.08
H 2.48723 -6.04547 -1.64138 0.09
H 1.43346 -5.82805 -0.24789 0.07
H 2.75978 -6.99435 -0.16952 0.07
H 3.98836 -4.13701 1.91402 0.09
H 3.71054 -5.88705 1.89731 0.08
H 2.34744 -4.76595 1.88389 0.06
H -0.32568 -1.93633 5.33386 0.09
H -1.63360 1.39883 4.57536 0.09
H -0.67820 1.93737 3.18601 0.06
H -0.37241 2.62715 4.79032 0.08
H -0.54460 0.05914 6.42402 0.08
H 0.75696 1.24157 6.54333 0.08
H 1.14103 -0.45959 6.27297 0.08
H 1.79277 1.24993 3.00408 0.07
H 2.53234 0.34749 4.33546 0.08
H 2.02016 2.02746 4.58130 0.08
N 1.40722 3.09549 -0.05163 0.18
C 1.19963 4.00047 0.93167 -0.25
C 2.19198 4.81317 1.44641 -0.04
C 1.90955 5.74570 2.45849 -0.12
C 0.65242 5.89198 2.97465 -0.08
C -0.39436 5.08061 2.47106 -0.17
C -1.73028 5.15722 2.92820 -0.04
C -2.67544 4.33077 2.39824 -0.06
C -2.29286 3.40515 1.40188 -0.12
N -1.07352 3.31347 0.95162 0.15
C -0.13132 4.13674 1.45874 -0.17
H 2.34302 2.81126 -0.27427 0.11
H 0.66927 2.43217 -0.21669 0.07
H 3.19760 4.72490 1.05867 0.10
H 2.71825 6.35964 2.83796 0.09
H 0.44666 6.60380 3.76341 0.09
H -1.98214 5.87413 3.70219 0.11
H -3.70586 4.36835 2.72762 0.10
H -3.01816 2.72602 0.98038 0.09
F 0.65882 1.02753 -5.40690 -0.37
Te 0.68824 2.88751 -5.11507 1.80
F 0.46027 4.74950 -5.23274 -0.39
F -1.18765 2.76411 -5.20101 -0.36
F 0.38562 2.96113 -6.99903 -0.41
F 2.45095 3.03055 -5.80628 -0.41
O 1.35991 2.80003 -3.46732 -0.56
```

## Properties
- gap between HOMO and LUMO (alpha / beta) (eV) = 6.41 / 5.72
- maximum force (eV/Å) = 2.8
- total charge = -2
- highest occupied orbital energy (alpha / beta) (eV) = -2.76 / -2.74
- spin multiplicity = 2
- E_LUMO (alpha / beta) (eV) = 3.6 / 3.0
- <S²> = 0.760

***

Entry 2:
DFT (the ωB97M-V functional and the def2-TZVPD basis) results for a molecular structure, C49H60ClN5O5PbS2SbSeTe at a distorted geometry.

Structure (XYZ):
```
126
Properties=species:S:1:pos:R:3:lowdin_charge:R:1
Pb 0.52857 -0.07275 0.74354 0.82
O -3.02424 2.60444 -3.57524 0.12
C -2.86436 1.36623 -4.02753 -0.51
O -2.77304 1.12001 -5.20314 0.08
C -2.79816 0.30398 -2.98924 -0.05
C -2.87608 -1.05967 -3.21145 -0.57
Cl -3.01912 -1.91278 -4.67195 0.81
N -2.75734 -1.68098 -2.01038 -0.05
N -2.57055 -0.79113 -1.02557 0.15
C -2.61133 0.39646 -1.59306 -0.14
C -2.45161 1.59671 -0.71837 -0.58
O -2.86185 2.70289 -1.12124 0.00
O -1.91088 1.37037 0.40152 -0.34
C -2.79596 -3.06249 -1.65004 -0.19
C -1.94044 -3.48694 -0.64399 -0.04
C -1.99196 -4.80037 -0.21302 -0.07
C -2.89204 -5.68747 -0.78626 -0.08
C -3.73942 -5.25377 -1.79449 -0.07
C -3.70160 -3.93758 -2.23098 -0.04
H -3.00784 2.63720 -2.58635 0.01
H -1.23489 -2.78587 -0.22002 0.08
H -1.30760 -5.13154 0.55709 0.11
H -2.92932 -6.71615 -0.45225 0.10
H -4.44411 -5.93992 -2.24574 0.10
H -4.37884 -3.59929 -3.00067 0.09
O 0.68951 1.95855 2.32927 -0.45
N 1.87556 2.34383 2.76865 -0.23
C 2.03279 3.65201 3.07821 -0.03
C 3.20349 4.14048 3.58464 -0.06
C 4.25848 3.25216 3.79664 -0.07
C 4.09337 1.93208 3.46291 -0.09
C 2.89419 1.45092 2.90739 -0.66
S 2.74458 -0.19105 2.41168 0.56
H 1.15925 4.25733 2.89196 0.12
H 3.28743 5.19389 3.80604 0.11
H 5.19430 3.59809 4.21393 0.11
H 4.88573 1.21218 3.60669 0.10
Te -2.02137 3.39847 2.05701 1.81
C -3.71871 4.66354 1.99628 -0.49
C -4.54743 4.61422 0.87954 -0.11
C -5.61752 5.49402 0.78105 -0.07
C -5.85057 6.42343 1.78350 -0.08
C -5.00965 6.48276 2.88851 -0.08
C -3.94209 5.60633 2.99739 -0.15
C -2.41280 2.74331 4.02414 -0.46
C -3.71106 2.78130 4.53554 -0.15
C -3.95180 2.38944 5.84216 -0.07
C -2.90758 1.95092 6.64512 -0.08
C -1.62394 1.87253 6.12503 -0.08
C -1.37462 2.25414 4.81508 -0.12
H -4.35394 3.89697 0.09032 0.08
H -6.26878 5.45024 -0.08185 0.11
H -6.68662 7.10603 1.70530 0.11
H -5.18490 7.21341 3.66743 0.11
H -3.29035 5.65827 3.86144 0.10
H -4.53590 3.11544 3.92109 0.10
H -4.96098 2.42953 6.23084 0.11
H -3.09855 1.65389 7.66797 0.11
H -0.81067 1.49986 6.73399 0.11
H -0.38002 2.16013 4.40459 0.08
C 2.41087 4.61267 -3.58646 -0.10
C 3.31097 3.63677 -4.34141 -0.26
C 2.57483 2.38443 -4.81429 -0.20
C 1.98599 1.55167 -3.68163 -0.20
N 3.03170 1.09392 -2.77405 0.03
C 3.02222 1.16752 -1.44824 -0.82
S 1.78924 2.00234 -0.57473 0.60
N 4.00705 0.59502 -0.76026 0.00
C 4.99420 -0.31398 -1.31943 -0.21
C 6.20162 0.40301 -1.92268 -0.20
C 7.19764 -0.57590 -2.54253 -0.26
C 6.68851 -1.22214 -3.82933 -0.11
H 2.91746 5.56602 -3.43255 0.07
H 2.12987 4.22433 -2.60636 0.04
H 1.49491 4.80757 -4.14884 0.08
H 4.14932 3.34570 -3.70140 0.09
H 3.73933 4.13520 -5.21381 0.10
H 3.25222 1.76185 -5.40864 0.11
H 1.75121 2.67046 -5.47340 0.12
H 1.46551 0.67896 -4.08215 0.12
H 1.27210 2.12881 -3.10016 0.07
H 3.76331 0.54277 -3.19831 0.13
H 3.87937 0.59859 0.24448 0.05
H 4.49840 -0.96265 -2.04686 0.08
H 5.32439 -0.96460 -0.50956 0.13
H 6.68822 0.98263 -1.13494 0.11
H 5.87562 1.12039 -2.68361 0.10
H 7.44011 -1.35392 -1.81249 0.11
H 8.12687 -0.04347 -2.75505 0.10
H 5.79007 -1.81757 -3.65995 0.07
H 7.44084 -1.88810 -4.25202 0.07
H 6.45852 -0.46098 -4.57871 0.07
C 1.51449 -7.94621 -0.70924 -0.06
C 1.55031 -6.44738 -0.85525 -0.28
C 2.02745 -5.63742 0.16421 -0.03
C 2.07666 -4.24997 0.04465 -0.30
C 2.62180 -3.44302 1.18940 -0.11
C 1.60832 -3.64835 -1.12991 -0.53
Se 1.66576 -1.74014 -1.37718 0.58
C 1.13521 -4.45122 -2.18087 -0.32
C 0.64943 -3.86269 -3.47640 -0.09
C 1.11961 -5.83235 -2.02258 -0.03
H 1.47468 -8.23874 0.34010 0.07
H 2.40572 -8.40324 -1.14596 0.08
H 0.64746 -8.36912 -1.21798 0.07
H 2.38212 -6.09252 1.08416 0.11
H 3.22564 -4.06506 1.85044 0.08
H 1.81211 -3.01164 1.78742 0.06
H 3.22791 -2.61245 0.82731 0.02
H 0.01204 -2.99642 -3.29972 0.03
H 0.09395 -4.60418 -4.05112 0.07
H 1.49088 -3.51153 -4.07909 0.08
H 0.74162 -6.44402 -2.83609 0.12
C -4.12500 -2.85217 2.11021 -0.34
Sb -2.90442 -1.09356 2.38465 1.27
C -3.15722 -1.20281 4.54037 -0.34
C -4.55910 0.24527 2.07302 -0.32
H -4.96764 -2.80414 2.79987 0.00
H -3.54012 -3.74823 2.31446 -0.01
H -4.49032 -2.90211 1.08430 0.00
H -4.16152 -0.89172 4.82979 0.00
H -2.42811 -0.57549 5.05062 -0.03
H -3.00129 -2.23737 4.84851 0.00
H -5.43214 -0.12754 2.60774 0.01
H -4.78164 0.30695 1.00748 0.00
H -4.31200 1.24500 2.43136 -0.04
```

## Properties
- gap between HOMO and LUMO (alpha / beta) (eV) = 6.79 / 4.35
- maximum force (eV/Å) = 1.2
- total charge = 0
- highest occupied orbital energy (alpha / beta) (eV) = -6.70 / -6.69
- spin multiplicity = 2
- E_LUMO (alpha / beta) (eV) = 0.1 / -2.3
- <S²> = 0.758